(1)
The following is a DFT calculation (the ωB97M-V functional and the def2-TZVPD basis) of a 23-piece molecular cluster, C51H138BN16O33 overall.

Results
Molecular weight: 1514.56 g mol⁻¹
E: -5410.469421 hartree
Lowest unoccupied orbital energy: 1.701 eV
Gap between HOMO and LUMO: 9.1 eV
Net charge: -1

Cartesian coordinates (Å):
O (0.139, 1.402, 4.191)
O (-1.014, -2.010, -1.349)
O (1.757, -0.755, -1.623)
O (-2.457, -0.274, 3.727)
O (-1.700, 1.377, 9.147)
O (0.066, 0.232, 2.303)
O (-1.212, 1.727, 1.033)
O (-1.169, 3.964, -3.803)
O (-1.768, 3.073, 2.645)
O (3.220, -3.160, 5.746)
O (2.589, -1.568, -5.987)
O (4.405, -0.967, 0.262)
O (6.047, -2.851, -1.543)
O (-5.326, -3.243, 1.033)
O (-4.555, 3.439, -2.577)
O (-1.512, 7.012, -0.500)
O (-0.450, -5.863, -2.238)
O (0.840, 0.584, -0.043)
O (1.718, 0.232, 6.362)
O (-3.063, 1.004, -6.468)
O (-0.937, 6.042, 2.961)
O (3.167, 6.214, 3.808)
O (0.557, 0.077, -4.359)
O (4.672, 0.810, -6.058)
O (1.134, 4.457, 2.738)
O (0.478, 4.831, 6.968)
O (5.053, -4.969, -2.535)
O (3.237, 1.153, -3.572)
O (3.073, -5.607, 2.138)
O (-2.513, -4.171, -3.038)
O (1.790, -3.718, 3.650)
O (-5.404, 4.838, 1.553)
O (-1.139, -0.564, 0.316)
N (4.425, -3.989, 1.112)
N (1.315, 2.958, 8.057)
N (-1.444, -1.126, -4.645)
N (-3.550, 3.083, -5.946)
N (-1.218, 1.154, 6.944)
N (-1.046, 4.203, -1.583)
N (-1.665, 5.098, 4.896)
N (-0.231, 6.909, 4.951)
N (0.442, 2.793, -2.699)
N (-3.281, 2.040, 7.717)
N (4.104, -6.005, 0.103)
N (-1.312, 2.394, -6.199)
N (-3.681, 6.116, 2.249)
N (1.854, 3.527, 5.765)
N (-3.411, 4.699, 0.402)
N (0.478, -2.163, -4.012)
C (-1.132, 2.102, 2.270)
C (-4.175, -0.930, 5.305)
C (-0.584, -1.105, -0.732)
C (0.086, -3.684, 1.845)
C (-3.738, -4.082, -3.885)
C (5.728, -0.138, 2.003)
C (0.336, -3.749, 3.337)
C (3.268, 2.176, -4.565)
C (3.189, -5.940, -3.509)
C (-2.332, -6.839, -1.057)
C (-0.263, 1.208, 3.087)
C (-5.756, 1.544, -3.392)
C (3.304, -1.319, -8.254)
C (-3.604, 1.178, -2.117)
C (4.632, 2.017, -5.360)
C (2.071, -1.452, -7.356)
C (0.847, -0.441, -0.883)
C (-4.360, -5.416, -4.083)
C (-1.499, 8.943, 0.878)
C (3.287, -1.766, 5.577)
C (1.163, -0.233, -7.406)
C (1.752, 5.511, 1.952)
C (-6.916, -1.671, 2.059)
C (-6.091, -2.939, 2.231)
C (6.605, -2.021, -2.524)
C (-0.624, 3.665, -2.756)
C (0.069, -7.321, -0.420)
C (-2.626, 2.049, -6.127)
C (-2.055, 1.543, 8.000)
C (-4.253, 5.203, 1.390)
C (-3.915, -0.393, 3.930)
C (-0.643, 7.836, 0.304)
C (1.990, -1.171, 6.417)
C (1.217, 3.845, 6.958)
C (4.008, -4.680, -3.420)
C (-6.927, -4.235, 2.490)
C (4.432, 0.084, 1.211)
C (-4.861, 2.061, -2.273)
C (-0.929, -6.305, -0.967)
C (3.782, -5.192, 1.199)
C (-4.590, 0.981, 3.670)
C (-0.136, -0.974, -4.321)
C (0.526, 8.295, -0.517)
C (3.110, 5.872, 2.440)
C (7.718, -1.230, -1.891)
C (4.567, -4.329, -4.786)
C (5.540, -1.134, -3.179)
C (-0.106, -5.039, 3.977)
C (-0.983, 6.040, 4.215)
C (-4.748, -3.134, -3.176)
C (3.183, -0.042, 2.053)
B (-0.364, 0.475, 0.891)
H (-5.671, -3.159, -3.687)
H (6.009, -0.752, -4.139)
H (-4.232, -1.261, 3.260)
H (-7.330, -4.113, 3.484)
H (-1.860, 9.554, 0.076)
H (1.282, -1.931, -3.509)
H (-2.889, 1.498, -2.846)
H (3.103, 3.107, -4.082)
H (-3.848, 0.085, -2.222)
H (-3.889, -0.206, 6.137)
H (3.375, -3.839, -3.014)
H (1.067, -1.755, 6.066)
H (1.093, 7.445, -0.868)
H (3.791, 5.068, 2.253)
H (-4.412, -5.993, -3.146)
H (0.398, -5.861, 3.404)
H (-1.869, -2.018, -4.785)
H (-0.257, -7.588, 0.532)
H (1.170, 0.424, 5.608)
H (3.795, -6.952, 0.215)
H (3.415, -1.337, 4.555)
H (-0.992, 9.606, 1.640)
H (0.338, -0.369, -6.724)
H (-1.370, 5.194, -1.489)
H (-2.374, 8.520, 1.428)
H (4.498, 1.070, 0.642)
H (0.580, 3.207, 8.727)
H (3.855, -0.347, -8.083)
H (3.982, -2.120, -8.099)
H (5.886, 0.716, 2.736)
H (1.386, 3.921, 4.941)
H (-5.890, -3.680, 0.447)
H (5.355, -3.487, -4.682)
H (-0.647, 3.851, -0.724)
H (3.419, 6.756, 1.863)
H (4.200, -1.376, 6.084)
H (5.550, 2.125, -4.735)
H (2.496, 2.071, -5.346)
H (0.338, 7.487, 4.379)
H (-3.695, -1.838, 5.417)
H (6.601, -0.179, 1.336)
H (2.445, 5.657, 4.187)
H (2.371, 0.545, 1.666)
H (1.339, 1.996, 7.773)
H (2.709, -3.522, 4.969)
H (-5.469, 2.013, -1.279)
H (-2.639, -7.369, -0.142)
H (5.677, -1.061, 2.594)
H (-5.721, 0.946, 3.843)
H (1.086, -6.905, -0.360)
H (7.414, -0.751, -0.993)
H (-2.452, 4.783, 0.669)
H (-5.047, -3.573, -2.237)
H (4.134, -3.084, 1.411)
H (2.921, -1.397, -9.301)
H (3.642, -0.881, -0.335)
H (6.964, -2.733, -3.293)
H (2.297, -5.961, -4.096)
H (-1.203, -5.123, 3.735)
H (5.148, -5.190, -5.185)
H (5.232, -0.282, -2.582)
H (1.211, 8.869, 0.088)
H (3.841, -6.724, -3.987)
H (4.857, 2.864, -6.047)
H (1.904, -1.875, -5.389)
H (-3.860, 2.540, 8.416)
H (-6.313, -5.149, 2.388)
H (4.463, -5.714, -0.801)
H (0.688, -0.031, -8.419)
H (-7.601, -1.790, 1.260)
H (-2.195, 4.428, 4.334)
H (8.148, -0.504, -2.619)
H (-1.405, 1.353, 5.932)
H (-2.255, -1.083, 3.247)
H (1.987, 5.125, 0.905)
H (-6.275, -0.878, 1.783)
H (0.148, 8.830, -1.440)
H (-2.505, -3.470, -2.362)
H (0.084, 6.634, 5.882)
H (-0.086, -2.856, -3.585)
H (-1.011, -5.192, -2.646)
H (0.513, -2.773, 1.497)
H (0.979, 2.686, -1.846)
H (2.954, -6.225, -2.498)
H (-1.967, -0.318, -4.988)
H (-3.793, 3.668, -2.071)
H (5.281, -4.124, -2.134)
H (3.273, 0.361, 3.091)
H (-5.270, -1.117, 5.383)
H (3.752, -4.108, -5.437)
H (-4.446, 1.281, 2.605)
H (-7.488, -1.496, 3.030)
H (0.232, 4.725, 2.778)
H (0.126, -5.055, 5.059)
H (1.423, -2.369, -7.536)
H (8.462, -1.931, -1.607)
H (-0.271, 7.297, 1.098)
H (-3.110, -6.069, -1.411)
H (-4.181, 1.681, 4.443)
H (1.783, 0.648, -7.228)
H (0.702, -4.418, 1.373)
H (-3.703, -6.147, -4.606)
H (-1.649, 4.895, 5.891)
H (2.418, 0.635, -3.761)
H (2.403, 2.671, 5.627)
H (-0.747, 1.579, -6.368)
H (5.371, -2.332, -1.030)
H (2.162, -1.428, 7.408)
H (2.954, -1.108, 2.200)
H (2.383, -4.280, 3.082)
H (-6.589, 2.224, -3.562)
H (-4.465, 2.718, -5.736)
H (-4.252, 6.552, 2.931)
H (-3.206, 3.805, -5.309)
H (-0.816, -5.390, -0.274)
H (-3.408, 2.355, 6.789)
H (-0.147, -2.868, 3.800)
H (-5.335, -5.362, -4.564)
H (-2.291, -7.618, -1.864)
H (0.759, 2.347, -3.567)
H (4.630, -1.641, -3.579)
H (-3.014, 1.374, -1.246)
H (-7.783, -4.314, 1.754)
H (1.088, 6.414, 2.007)
H (5.117, -3.797, 0.397)
H (0.204, -8.192, -1.063)
H (-3.560, 3.694, 0.299)
H (-0.979, 3.094, -5.589)
H (-3.470, -3.602, -4.823)
H (-2.321, 7.505, -0.659)
H (-0.971, -3.669, 1.671)
H (-6.220, 0.550, -3.211)
H (-4.313, -2.126, -3.057)
H (-5.267, -2.849, 2.995)
H (-0.389, 0.776, 7.339)
H (-2.671, 6.389, 2.289)
H (4.177, 0.077, -5.665)
H (-5.189, 1.530, -4.313)

=====

(2)
The following is a DFT calculation (the ωB97M-V functional and the def2-TZVPD basis) of C51H148AsF6O23 as an isolated structure.

Results
Molecular weight: 1318.63 g mol⁻¹
E: -6597.418676 hartree
Lowest unoccupied orbital energy: 1.343 eV
Gap between HOMO and LUMO: 8.9 eV
Net charge: -1

Cartesian coordinates (Å):
As (0.186, 0.055, 0.117)
F (-1.381, -0.435, 0.864)
F (0.125, -1.485, -0.791)
F (0.258, 1.562, 1.127)
F (-0.657, 0.948, -1.232)
F (1.044, -0.818, 1.437)
F (1.744, 0.615, -0.562)
O (1.708, -2.163, -4.448)
O (-3.201, -0.595, 2.751)
O (2.222, -2.630, 4.029)
O (6.322, 1.640, 1.322)
O (4.418, -1.783, -4.602)
O (3.817, 4.750, 4.167)
O (-0.877, 3.263, 2.559)
O (-3.297, 4.529, -4.563)
O (-2.756, -5.657, -5.592)
O (1.213, -5.054, 4.971)
O (1.520, 3.313, 4.390)
O (-0.890, -5.847, 3.231)
O (0.018, -3.342, -2.486)
O (-5.360, 1.022, 2.895)
O (4.359, 3.654, -5.331)
O (3.425, -6.423, -1.788)
O (-4.124, 2.459, -6.316)
O (4.324, -4.505, -0.075)
O (5.284, 2.684, -0.982)
O (-5.413, -2.029, -1.924)
O (1.861, 8.512, 4.004)
O (2.566, 3.539, -0.613)
O (-0.470, 4.967, -3.732)
C (-4.067, -3.883, -4.987)
C (-2.675, -4.353, -5.078)
C (-2.297, 3.726, 0.791)
C (2.156, 1.052, 4.431)
C (-3.092, 3.942, 3.266)
C (0.481, 7.403, 5.678)
C (-4.449, 3.455, -2.707)
C (6.230, 0.207, 1.236)
C (4.717, -0.128, 1.422)
C (3.155, -3.726, 0.197)
C (4.481, -5.473, -3.624)
C (-3.997, 1.154, -5.779)
C (-4.931, 0.219, -1.730)
C (6.003, 3.730, -1.527)
C (4.643, 3.841, 3.580)
C (-4.257, 4.745, -3.520)
C (0.719, 0.088, -3.976)
C (-0.059, -4.719, -2.193)
C (0.744, 6.462, 3.276)
C (3.188, -5.822, -3.007)
C (2.277, 2.528, 6.543)
C (1.041, -1.054, -5.039)
C (-0.097, -3.878, 2.319)
C (-3.143, -1.490, -2.060)
C (2.522, 4.009, 0.730)
C (0.809, -4.751, 6.300)
C (-3.425, -1.277, 5.086)
C (-1.901, -3.520, -6.111)
C (-3.739, 5.919, -2.689)
C (-0.516, -3.919, 6.251)
C (-6.381, -1.027, 2.219)
C (-0.100, 4.333, -2.554)
C (4.712, -1.160, -3.423)
C (1.510, 2.184, 5.223)
C (-2.487, -0.981, 3.888)
C (-2.549, -4.644, 2.046)
C (2.352, -6.794, -3.857)
C (-4.459, -1.170, -1.359)
C (-1.067, -5.036, 2.162)
C (3.530, -2.470, 4.378)
C (-1.392, 0.010, 4.255)
C (1.912, -0.533, -6.196)
C (-2.198, 3.151, 2.244)
C (6.786, -0.295, -0.049)
C (4.139, 2.532, -4.511)
C (-4.218, 0.032, -6.769)
C (0.645, -6.041, 7.107)
C (1.358, 7.284, 4.459)
C (-6.385, 0.529, 2.008)
C (-7.766, 1.212, 2.170)
C (-2.599, 1.076, -5.162)
H (1.585, 4.533, 0.917)
H (1.363, 0.172, -6.820)
H (2.128, 0.110, 4.978)
H (-2.330, -3.535, -7.113)
H (-4.486, 6.094, -1.915)
H (2.610, -4.932, -2.761)
H (-3.225, -5.489, 1.916)
H (-3.315, 3.583, 0.429)
H (-1.067, -3.969, 7.190)
H (-4.125, 3.873, 2.924)
H (-2.846, -2.528, -1.912)
H (-2.465, 2.094, 2.247)
H (-2.550, -6.298, -4.908)
H (-5.122, 0.128, -7.369)
H (5.363, 4.357, 2.944)
H (-2.867, -1.711, 5.916)
H (-4.702, -4.408, -4.273)
H (-0.978, -4.950, -1.655)
H (4.234, 0.237, 2.329)
H (-4.638, -3.753, -5.907)
H (-4.340, -1.494, -0.325)
H (1.718, 0.897, 3.445)
H (3.305, 1.951, -4.905)
H (4.945, -6.338, -4.098)
H (-8.262, 0.784, 3.042)
H (4.151, -0.226, -3.384)
H (-0.507, 2.632, 1.938)
H (-3.057, 3.484, 4.254)
H (-0.295, 3.266, -2.660)
H (1.147, -2.268, -3.676)
H (0.967, 4.475, -2.381)
H (-4.727, 2.655, -3.394)
H (5.100, -5.042, -2.837)
H (3.289, 4.779, 0.812)
H (0.259, -5.969, 8.124)
H (-2.611, -0.568, 1.994)
H (-8.468, 0.980, 1.369)
H (1.546, -4.049, 6.689)
H (5.162, 3.259, 4.341)
H (4.002, 3.113, 3.081)
H (0.081, -1.409, -5.414)
H (-2.353, 0.162, -4.623)
H (0.021, 5.755, 3.683)
H (2.047, -6.299, -4.779)
H (2.260, 6.751, 4.760)
H (3.310, -3.214, 1.146)
H (-1.291, -4.128, 5.514)
H (3.800, 2.815, -3.514)
H (5.894, 4.614, -0.898)
H (2.813, 0.007, -5.903)
H (4.486, -4.568, -4.233)
H (0.780, -5.134, -1.634)
H (6.387, 0.183, -0.944)
H (-0.862, -3.838, -6.202)
H (1.594, 5.902, 2.885)
H (-2.817, -4.068, 2.932)
H (-3.950, -0.365, 5.371)
H (5.760, -0.865, -3.371)
H (4.084, 0.097, 0.564)
H (-1.918, -2.476, -5.797)
H (-4.919, 0.381, -2.808)
H (2.878, -3.061, -0.621)
H (2.031, -2.036, 3.300)
H (3.869, -1.439, 4.283)
H (-2.116, 4.799, 0.859)
H (-5.987, 0.340, -1.488)
H (-0.139, -2.823, -1.694)
H (3.228, 1.207, 4.316)
H (3.472, -1.851, -4.748)
H (-1.759, 1.337, -5.807)
H (4.968, 1.826, -4.460)
H (-0.137, -6.631, 6.629)
H (-4.102, -2.021, 4.668)
H (-4.222, 0.955, -1.350)
H (-7.780, 2.302, 2.187)
H (3.510, 4.087, -5.446)
H (-1.562, 3.335, 0.087)
H (-4.098, -0.941, -6.291)
H (-3.178, -1.253, -3.124)
H (-0.060, -3.266, 1.418)
H (3.907, -7.206, -2.066)
H (1.557, -4.235, 4.607)
H (0.856, -4.339, 2.578)
H (-5.298, -2.848, -1.437)
H (3.737, -2.843, 5.381)
H (-1.797, 0.986, 4.524)
H (-0.885, -5.610, 1.253)
H (4.466, -1.750, -2.541)
H (7.036, 3.401, -1.639)
H (-2.648, -3.976, 1.190)
H (-0.165, -5.484, 3.744)
H (3.228, 2.984, 6.270)
H (-5.399, -1.394, 1.921)
H (0.338, 6.508, 6.284)
H (4.419, 3.020, -0.736)
H (-3.901, -2.930, -4.485)
H (1.124, 9.038, 3.683)
H (-3.414, 0.127, -7.499)
H (1.990, 2.772, -0.646)
H (1.589, -6.584, 7.150)
H (0.898, 8.116, 6.389)
H (-3.589, 3.767, -5.068)
H (-3.565, 3.060, -2.206)
H (6.688, -1.363, -0.242)
H (0.729, 3.212, 3.856)
H (2.301, 1.569, 7.062)
H (-7.247, -1.415, 1.684)
H (3.057, 4.330, 4.577)
H (-3.541, 2.461, -7.079)
H (2.303, -4.396, 0.319)
H (-0.391, -3.248, 3.158)
H (4.152, -3.014, 3.667)
H (6.869, -0.080, 2.072)
H (2.188, -1.318, -6.900)
H (-2.314, -0.826, -1.816)
H (-2.770, 5.618, -2.290)
H (0.282, 7.170, 2.588)
H (0.222, 0.911, -4.489)
H (0.496, 1.842, 5.431)
H (5.851, 2.038, 0.586)
H (0.080, -0.269, -3.168)
H (7.861, -0.126, 0.002)
H (-5.285, 3.524, -2.011)
H (-0.817, 0.080, 3.332)
H (-1.939, -1.890, 3.643)
H (-2.457, 1.889, -4.450)
H (-0.635, 4.767, -1.709)
H (-0.257, -2.866, 6.144)
H (2.944, -7.674, -4.108)
H (-4.676, 0.353, 2.977)
H (1.648, 0.458, -3.543)
H (4.696, -1.208, 1.565)
H (-0.193, -5.223, -3.151)
H (-1.421, 4.963, -3.866)
H (4.249, -5.015, -0.885)
H (-4.783, 1.036, -5.033)
H (5.744, 4.066, -2.531)
H (-5.183, 5.076, -3.989)
H (-6.037, 0.680, 0.986)
H (2.708, 3.187, 1.421)
H (1.401, -7.038, -3.384)
H (-0.770, -0.504, 4.988)
H (-3.738, 6.827, -3.291)
H (-2.195, -4.351, -4.099)
H (-6.497, -1.307, 3.266)
H (-0.517, 7.689, 5.345)
H (1.770, 3.285, 7.141)
H (-2.815, 4.992, 3.362)